[1]
Here is a 5-piece molecular cluster, C32H31BINO18 overall from the Open Molecules 2025 dataset. Energies are from ωB97M-V with the def2-TZVPD basis set.

```
84
Properties=species:S:1:pos:R:3:mulliken_charge:R:1
C -4.3142 0.3795 -4.3102 -1.3212
C -2.8898 0.3428 -4.8027 0.5260
O -2.6197 0.4160 -5.9738 -0.5145
N -1.8477 0.1759 -3.8135 -0.2097
C -1.9149 -1.2343 -3.3227 -0.8606
C -0.6817 -1.6877 -2.5065 -0.2824
C 0.4156 -0.6472 -2.3252 -0.5385
C 0.0948 0.4426 -1.2879 -0.5977
B 1.1523 1.5771 -1.2279 0.1672
C 1.1964 2.6777 -0.0914 -0.3893
C -0.1474 3.0754 0.4190 0.4006
O -1.1550 3.1367 -0.1938 -0.4833
I -0.1694 3.6156 2.5365 0.0483
H -4.7623 -0.5896 -4.5255 0.2975
H -4.3728 0.5588 -3.2410 0.3348
H -4.8624 1.1308 -4.8693 0.3989
H -2.1171 0.8042 -3.0638 0.2722
H -2.8100 -1.3515 -2.7079 0.5118
H -2.0206 -1.8627 -4.2022 0.4066
H -0.2448 -2.5332 -3.0345 0.3060
H -0.9956 -2.0338 -1.5263 0.1788
H 1.2971 -1.1753 -1.9537 0.4975
H 0.7077 -0.1983 -3.2702 0.1820
H -0.8850 0.8839 -1.4708 0.1420
H 0.0116 -0.0347 -0.3047 0.2276
H 2.0106 1.6243 -2.0568 -0.1133
H 1.6619 3.5884 -0.4765 0.3571
H 1.8142 2.3400 0.7416 0.1790
C -0.5426 -4.3423 1.5848 -0.9810
C -0.5813 -5.0851 2.7004 0.3143
C -0.4436 -6.5887 2.6701 0.9609
O -0.4779 -7.1642 3.7409 -0.6271
C -0.2832 -7.2453 1.3882 -0.9445
C -0.2473 -6.5022 0.2735 0.2278
C -0.3660 -4.9982 0.3061 1.0784
O -0.3073 -4.4175 -0.7632 -0.5587
O -0.1041 -7.0056 -0.9421 -0.5920
O -0.7382 -4.5833 3.9131 -0.5674
H -0.6379 -3.2657 1.5987 0.5315
H -0.1965 -8.3223 1.3744 0.4324
H -0.1049 -6.2456 -1.5557 0.3552
H -0.7227 -5.3431 4.5279 0.3680
C -4.0132 4.3360 6.2482 -1.1078
C -5.1574 3.7106 6.5576 0.3699
C -5.2710 2.2058 6.5789 1.0774
O -6.3522 1.7406 6.8878 -0.6271
C -4.1066 1.4170 6.2317 -1.0004
C -2.9627 2.0415 5.9180 0.3995
C -2.8435 3.5469 5.9207 1.0821
O -1.7556 4.0145 5.6399 -0.5917
O -1.8507 1.4084 5.5823 -0.5615
O -6.2786 4.3389 6.8721 -0.5740
H -3.9220 5.4127 6.2333 0.4272
H -4.2011 0.3405 6.2353 0.4351
H -1.1834 2.0972 5.3962 0.2835
H -6.9392 3.6421 7.0539 0.3723
C 1.3807 -1.6143 -7.5663 -0.6967
C 0.7507 -0.6724 -6.8432 0.1183
C 0.8725 0.7999 -7.1746 1.1160
O 0.2999 1.5897 -6.4542 -0.5571
C 1.6912 1.1847 -8.3135 -1.1730
C 2.3061 0.2385 -9.0330 0.3130
C 2.1828 -1.2266 -8.7038 1.0891
O 2.7783 -2.0047 -9.4297 -0.6447
O 3.0756 0.4901 -10.0840 -0.5841
O -0.0018 -0.9539 -5.7977 -0.2741
H 1.3050 -2.6675 -7.3360 0.4497
H 1.7817 2.2379 -8.5383 0.4352
H 3.3817 -0.3806 -10.4049 0.3703
H -0.4076 -0.1167 -5.4732 0.0277
C 5.1433 3.5775 5.0623 -0.9846
C 4.0443 3.2004 4.3908 0.3690
C 3.8108 1.7621 3.9872 1.0228
O 2.7886 1.5100 3.3769 -0.4998
C 4.8128 0.7728 4.3337 -1.1646
C 5.9070 1.1540 5.0069 0.3903
C 6.1354 2.5865 5.4208 1.1004
O 7.1569 2.8223 6.0392 -0.6277
O 6.8761 0.3284 5.3671 -0.5790
O 3.0965 4.0470 4.0286 -0.4958
H 5.3211 4.6026 5.3545 0.4509
H 4.6418 -0.2506 4.0320 0.4397
H 7.5344 0.8736 5.8415 0.3715
H 2.3729 3.5441 3.5995 0.1116
```

## Properties
HOMO energy, eV: -9.294
Structure (SMILES): O=C1C=C(O)C(=O)C=C1O.O=C1C=C(O)C(=O)C=C1O.O=C1C=C(O)C(=O)C=C1O.O=C1C=C(O)C(=O)C=C1O.CC(=O)NCCCCBCC(=O)I
Energy, eV: -80806.5422
Gap between HOMO and LUMO, eV: 7.621

***

[2]
Here is C32H31BrN3O2PS5Ta as an isolated structure from the Open Molecules 2025 dataset. Energies are from ωB97M-V with the def2-TZVPD basis set.

```
76
Properties=species:S:1:pos:R:3:mulliken_charge:R:1
Ta -0.2391 -0.5596 0.2089 0.4721
N 4.1603 -0.4526 2.4420 0.0147
C 3.5360 -0.9999 3.5440 0.8178
C 4.0347 -1.3245 4.8008 -1.2972
C 3.1497 -1.9014 5.6829 -0.5089
C 1.8227 -2.1616 5.3059 -0.9432
C 1.3472 -1.8317 4.0550 -0.6849
C 2.2145 -1.2103 3.1543 -0.0907
N 2.0406 -0.7557 1.8243 1.1381
C 3.2313 -0.3475 1.4652 0.1459
C 3.5529 0.2001 0.1585 -0.6066
C 4.7628 0.6412 -0.2777 -0.6594
S 4.6296 1.1117 -1.9039 -0.1555
C 2.9716 0.7442 -1.8738 -0.0153
N 2.5284 0.2680 -0.7422 0.4556
H 5.1304 -0.2007 2.3681 0.2217
H 5.0653 -1.1394 5.0704 0.4448
H 3.4862 -2.1759 6.6730 0.4118
H 1.1616 -2.6439 6.0123 0.4596
H 0.3396 -2.0841 3.7831 0.5255
H 5.7010 0.6998 0.2470 0.4022
H 2.3523 0.8826 -2.7439 0.1697
S -2.1940 -1.9458 -0.3012 -0.0923
C -1.4898 -3.4115 -0.9947 0.2164
C -2.2729 -4.2624 -1.7733 -0.5667
C -1.7302 -5.4260 -2.2911 -0.6795
C -0.4024 -5.7576 -2.0366 -0.7052
C 0.3788 -4.9203 -1.2606 -0.6588
C -0.1640 -3.7445 -0.7478 0.7724
S 0.8294 -2.6916 0.2608 -0.2694
H -3.3083 -4.0094 -1.9643 0.5220
H -2.3459 -6.0816 -2.8917 0.3960
H 0.0185 -6.6691 -2.4377 0.3853
H 1.4109 -5.1693 -1.0512 0.4540
Br -1.6646 -1.0307 2.6403 0.0869
C -1.1513 0.5184 3.5994 1.0384
C -1.5788 0.7176 4.8705 -0.7405
C -1.1721 1.9046 5.5302 -0.7016
C -0.3829 2.8102 4.8875 -0.9497
C 0.0520 2.5935 3.5521 0.9071
C 0.8566 3.5382 2.8728 -0.9798
C 1.2434 3.3133 1.5845 -1.3511
C 0.8554 2.1264 0.9251 -0.4886
C 0.1029 1.1592 1.5472 0.4021
C -0.3313 1.4096 2.8775 0.2720
H -2.2129 -0.0022 5.3684 0.4907
H -1.5009 2.0848 6.5441 0.4171
H -0.0760 3.7191 5.3889 0.4297
H 1.1438 4.4475 3.3855 0.4034
H 1.8409 4.0461 1.0576 0.4989
H 1.1642 2.0028 -0.1076 0.5083
C 0.2499 2.5584 -4.5960 -1.0148
C -0.6205 3.3830 -3.6787 0.5250
C -1.8933 3.8787 -4.3275 -1.3211
O -0.9076 2.6674 -2.4307 -0.3839
P -1.5150 1.2498 -2.1592 0.9695
S -2.1543 1.2475 -0.2919 -0.4332
S -0.1108 -0.2027 -2.2587 -0.4602
O -2.5738 1.1195 -3.2912 -0.1268
C -3.5684 0.0890 -3.6595 0.6525
C -4.6515 0.0276 -2.6097 -1.2417
C -2.8981 -1.2321 -3.9448 -1.1925
H 0.5356 3.1724 -5.4505 0.4780
H -0.2815 1.6831 -4.9760 0.2518
H 1.1569 2.2370 -4.0882 0.0592
H -0.0564 4.2381 -3.3057 0.3516
H -2.4558 3.0722 -4.7936 0.1990
H -1.6223 4.6003 -5.0994 0.4787
H -2.5310 4.3804 -3.6014 0.3489
H -3.9715 0.5088 -4.5815 0.2186
H -4.2660 -0.3536 -1.6647 0.1917
H -5.4352 -0.6484 -2.9552 0.4631
H -5.0963 1.0080 -2.4456 0.3520
H -2.5650 -1.7219 -3.0292 0.0409
H -2.0424 -1.1121 -4.6090 0.3456
H -3.6233 -1.8787 -4.4407 0.5127
```

## Properties
HOMO energy, eV: -10.212
Energy, eV: -177312.1788
Gap between HOMO and LUMO, eV: 6.709
Total charge: +1

***

[3]
Here is a 2-piece molecular cluster, C32H31F5N2O4S overall from the Open Molecules 2025 dataset. Energies are from ωB97M-V with the def2-TZVPD basis set.

```
75
Properties=species:S:1:pos:R:3:mulliken_charge:R:1
C 5.6412 0.3548 -2.8310 -0.9718
N 4.7426 0.3085 -1.7000 0.3003
C 3.8532 1.3150 -1.4550 0.1708
O 3.7754 2.3719 -2.0745 -0.6849
C 3.0113 0.9018 -0.2522 -0.1154
C 1.5507 0.6361 -0.6245 -0.9156
C 0.9125 1.8697 -1.1724 -0.0491
C 0.7527 2.0599 -2.5423 0.3249
F 1.1465 1.0797 -3.3939 -0.3760
C 0.2371 3.2386 -3.0656 0.2897
F 0.1316 3.4065 -4.3971 -0.2876
C -0.1432 4.2651 -2.2003 0.6567
F -0.6529 5.4089 -2.6904 -0.2905
C -0.0095 4.0922 -0.8255 0.0431
F -0.3910 5.0765 0.0162 -0.2961
C 0.5239 2.9087 -0.3350 0.3252
F 0.7162 2.7758 1.0113 -0.3187
N 3.7226 -0.2815 0.2349 0.4838
C 3.3384 -0.8616 1.3845 0.3481
C 3.8895 -2.0222 1.8986 0.3023
C 3.5741 -2.5972 3.1192 -0.8160
C 4.1544 -3.8199 3.5957 0.8718
C 3.6918 -4.4307 4.7960 -0.4548
C 4.2448 -5.6173 5.2610 -0.6531
C 5.2780 -6.2457 4.5406 -0.3391
C 5.7409 -5.6734 3.3497 -0.6443
C 5.1966 -4.4822 2.8809 -0.2777
C 4.7656 -0.7642 -0.7087 0.0097
C 4.3888 -2.0893 -1.3785 -1.4993
C 6.1578 -0.8508 -0.0787 -1.5260
H 5.3690 1.2014 -3.4655 0.3719
H 6.6793 0.4791 -2.4991 0.3124
H 5.5656 -0.5755 -3.4056 0.3283
H 3.0395 1.6992 0.5086 0.4548
H 1.5183 -0.1607 -1.3811 0.3841
H 1.0279 0.2963 0.2805 0.6067
H 2.5212 -0.3372 1.8982 0.6851
H 4.6264 -2.5245 1.2761 -0.6393
H 2.8441 -2.1214 3.7745 0.5356
H 2.8704 -3.9458 5.3356 0.4166
H 3.8724 -6.0687 6.1820 0.3844
H 5.7182 -7.1731 4.9006 0.3892
H 6.5287 -6.1570 2.7671 0.3772
H 5.5633 -4.0558 1.9442 0.3354
H 3.4554 -1.9694 -1.9427 0.3387
H 5.1851 -2.3794 -2.0735 0.4857
H 4.2565 -2.8845 -0.6426 0.3801
H 6.4649 0.1392 0.2776 0.3822
H 6.1785 -1.5411 0.7636 0.3929
H 6.8735 -1.1993 -0.8314 0.4571
C -2.4336 4.2070 3.0678 -1.0671
C -1.6811 2.9846 3.5578 0.2644
O -1.4176 3.0249 4.9819 -0.3810
C -0.8936 1.8474 5.4863 0.7384
C -0.2683 2.1184 6.7752 -0.6640
S 0.1568 1.0020 7.9725 0.2232
C -1.3426 0.7354 8.9771 0.3230
C -2.1506 -0.3563 8.6497 -0.3929
C -3.2120 -0.6975 9.4885 -0.4338
C -3.4778 0.0594 10.6336 -0.4276
C -2.6787 1.1632 10.9401 -0.3824
C -1.6029 1.5019 10.1160 -0.4230
O 1.0802 1.6345 8.9463 -0.6920
O -0.9734 0.7709 4.9088 -0.7319
H -2.2209 4.3038 1.9974 0.2125
H -3.5137 4.0657 3.1866 0.3131
H -2.1335 5.1359 3.5602 0.3129
H -2.2466 2.0769 3.3079 0.2857
H -0.7070 2.9423 3.0512 -0.0792
H -0.3219 3.1546 7.0832 0.2779
H -1.9327 -0.9369 7.7537 0.3439
H -3.8257 -1.5631 9.2478 0.3298
H -4.3073 -0.2046 11.2919 0.3419
H -2.8794 1.7656 11.8245 0.3363
H -0.9664 2.3510 10.3555 0.3826
```

## Properties
HOMO energy, eV: -5.053
Energy, eV: -69274.7661
Gap between HOMO and LUMO, eV: 1.702